{
  "formula": "C3H2N2OS",
  "method": "ωB97M-V with the def2-TZVPD basis set",
  "symbols": ["C", "C", "C", "H", "H", "N", "N", "O", "S"],
  "positions_angstrom": [[-1.2169, 0.1207, 0.0065], [1.3362, -0.0866, 0.1784], [0.8251, 1.3309, -0.0801], [-2.8293, -0.8480, 0.2875], [1.4261, 2.1684, -0.0679], [-2.5295, 0.1098, 0.2000], [-0.4869, 1.4673, -0.1307], [2.4564, -0.3398, 0.1324], [-0.1750, -1.1144, -0.1495]],
  "forces_ev_per_a": [[-4.030, 4.608, 0.579], [-3.658, 2.327, -2.406], [-5.802, -1.882, 1.314], [-0.200, -0.538, 0.062], [1.431, 1.572, -0.197], [4.157, 0.903, -0.743], [1.778, -1.335, 0.194], [3.446, -1.900, 0.749], [2.878, -3.755, 0.447]],
  "nbo_charge": [0.115, 0.412, -0.006, 0.341, 0.218, -0.556, -0.325, -0.452, 0.253],
  "relative_energy_kcal_mol": 28.8,
  "mol_weight_g_mol": 114.1,
  "lumo_energy_ev": -1.27,
  "homo_lumo_gap_ha": 0.32389
}